The following is a DFT calculation (ωB97M-V with the def2-TZVPD basis set) of a molecular structure, C51H120BN8O24Sr in a non-equilibrium geometry.

As for the net charge: +1. The calculation puts the frontier orbital gap at 3.896 eV.

```
205
Properties=species:S:1:pos:R:3:forces:R:3
C 29.372960 21.930420 40.553570 -0.72 -1.00 0.25
N 26.013390 14.412360 39.539510 0.47 -0.42 -1.45
N 18.925810 14.088690 37.206390 0.03 0.71 0.03
H 24.788930 9.460870 33.086560 0.53 -0.60 0.46
H 21.053690 20.532460 43.171120 -0.15 0.52 0.03
C 21.813090 9.660210 37.087000 1.22 2.02 0.03
H 21.831370 19.405470 33.801030 0.28 -0.24 0.09
H 17.239720 15.303820 36.814440 0.06 0.22 0.33
C 22.913370 14.043500 38.131720 -0.54 -1.93 2.53
H 23.949040 21.137270 38.977520 -0.16 0.25 0.24
O 22.058790 12.589890 36.236540 1.44 3.90 1.81
H 21.234420 19.733980 31.245510 0.15 -0.10 -0.07
H 28.237030 8.107760 38.151570 -0.13 0.44 0.43
H 23.828150 10.265430 34.985570 -0.40 0.12 0.09
H 23.451590 19.720390 38.146140 -0.16 -0.50 -0.20
H 25.576950 5.483560 35.513550 -0.16 -0.99 -0.22
O 20.698600 8.913740 37.288420 -1.10 -3.26 -2.16
C 18.206820 12.831680 37.019440 -0.53 1.09 0.12
C 28.231920 9.090570 37.680250 -1.45 1.15 -1.34
H 29.189060 9.610910 37.715410 0.02 0.06 0.62
C 23.578160 20.126850 39.149570 0.01 0.57 -0.03
C 21.850570 16.060570 32.772670 -0.38 0.51 0.02
H 24.842270 10.814410 30.519880 0.53 0.16 0.81
C 27.750160 16.001960 40.503620 -0.29 -0.09 0.21
O 22.328160 14.866930 36.021780 1.02 -0.31 1.11
C 26.958100 11.205770 37.569950 -1.71 0.11 -0.15
H 17.334960 9.167930 35.687630 -0.52 0.31 0.20
C 25.670220 11.299950 36.629360 1.48 -0.31 2.67
H 20.671180 6.014530 35.642830 -0.59 -0.84 0.83
C 26.880770 19.664980 37.504190 0.79 0.01 -0.41
C 16.960330 17.627730 28.430540 -0.71 0.35 -0.44
H 17.714360 12.901880 36.049560 -0.36 -0.63 -0.19
N 17.589070 14.161490 31.676540 0.13 -0.37 -1.52
H 30.000880 22.774510 40.268420 1.09 -0.59 -0.02
O 28.051250 20.077680 36.717040 -1.06 -0.45 -0.16
H 19.827500 13.953490 36.771910 0.28 0.18 -0.04
H 17.135760 23.333570 41.658220 -0.15 -0.31 0.69
O 19.573220 12.032690 32.801160 -1.14 1.08 -1.80
H 25.404190 12.356760 36.607740 0.00 0.15 -0.46
H 22.786350 9.176380 37.004650 0.05 -0.69 0.48
H 16.092300 17.162420 33.682300 0.82 0.05 -0.52
H 17.258820 10.840050 35.007440 -0.24 0.37 0.66
H 28.054380 8.930800 36.616740 0.23 -0.37 -0.29
H 30.012400 20.033710 39.485400 -0.04 -0.45 0.80
O 22.707920 22.218250 34.947930 0.42 0.15 1.01
C 18.535050 15.444210 35.153820 -0.80 -0.38 -1.05
H 22.211920 15.788580 31.780930 0.44 0.01 0.10
O 21.379640 19.066480 36.091010 -1.04 1.51 0.13
H 26.973890 6.528900 33.493690 0.16 0.64 0.65
C 18.354390 21.075940 42.281090 2.36 -1.52 -1.49
H 26.392000 18.799290 39.479620 -0.01 -0.30 -0.49
O 25.006020 7.031210 34.359690 1.14 0.71 -1.03
O 21.790450 17.497450 32.898290 -0.14 0.57 -0.19
H 26.796610 11.794490 38.472970 -0.24 0.57 -0.28
H 15.924410 17.390210 28.188560 -0.32 -1.04 0.57
C 26.261330 15.767930 40.042550 0.67 0.02 0.08
H 26.251900 16.525990 39.259370 -0.89 -0.37 -0.55
H 25.334100 15.340280 41.907070 -0.28 0.25 0.20
H 24.407330 23.322110 35.639940 -0.27 0.10 -0.22
O 17.937230 16.651130 34.625160 1.14 -0.12 -0.49
N 21.438770 20.185910 33.294190 -0.34 1.81 -0.18
H 26.247530 20.551570 37.471340 -0.51 -0.05 0.47
N 27.777740 20.261980 39.731170 1.31 1.14 0.55
O 23.748240 10.936280 32.423920 0.83 0.72 -0.74
C 23.658280 22.624700 36.014980 0.26 -0.77 -0.44
H 19.591630 15.394270 34.890650 0.17 0.73 0.09
H 28.476340 20.798510 34.804060 0.37 -0.29 0.32
C 19.804070 12.807240 31.577240 -1.04 0.11 0.82
C 19.475330 19.955960 42.143070 -2.95 -0.61 1.29
H 24.227660 5.210720 34.207670 0.58 -0.98 0.07
C 28.936430 17.520300 41.988390 -0.11 -1.07 -0.49
H 31.407510 21.077680 43.081570 -1.17 -0.58 0.34
H 25.544840 13.777670 40.170160 0.67 0.14 1.31
O 23.181830 15.384880 38.196140 0.04 -0.78 -1.21
H 29.027410 18.585020 42.203320 -0.42 0.13 -0.46
C 23.901980 10.659530 31.049000 -2.00 1.21 -0.77
H 25.843450 10.744050 32.761090 0.02 1.06 -0.04
N 22.507390 6.785100 35.579510 3.18 0.15 -1.28
H 24.000790 20.680650 34.187220 -0.05 0.30 1.02
H 18.837020 16.162360 37.060750 -0.47 0.22 0.45
H 23.192660 23.048190 36.904900 -0.63 0.16 -0.38
C 17.933110 15.575440 31.417180 0.73 0.20 -0.66
H 19.665270 19.968170 31.923980 -0.06 0.36 0.67
H 25.225420 14.420000 38.907730 0.32 0.71 -0.80
H 19.332370 19.264160 42.973170 -0.96 -0.41 0.38
H 28.050270 18.461160 38.822590 -0.38 -0.85 -0.30
C 17.894690 15.990270 29.919550 -1.72 -0.63 -0.10
O 27.761110 17.161670 41.290580 -1.53 1.26 1.12
H 24.202950 15.827530 40.592490 0.07 -0.94 -0.19
H 23.306480 20.475280 32.185630 -0.31 -0.53 -0.33
H 18.658330 13.373490 29.900200 -0.45 0.69 0.03
H 22.141460 21.774730 32.126130 -0.05 0.18 0.10
H 24.846120 10.768870 37.105720 -0.21 0.18 0.79
Sr 20.336190 21.493440 35.688130 1.74 -1.57 -0.81
C 25.984420 6.895010 33.219820 -1.72 -1.18 1.11
H 26.382940 18.813700 37.039870 -0.11 0.02 -0.53
C 23.436890 21.558800 33.872630 0.19 -0.26 -0.36
C 17.447750 22.644230 40.873640 -1.70 0.96 -0.28
H 18.784300 15.755400 29.335140 0.54 0.69 0.20
H 16.165070 17.419180 35.374980 0.30 0.35 0.33
H 17.158670 15.331440 29.458770 -0.35 -0.22 0.00
C 16.549860 16.768430 34.589770 -1.52 -0.31 0.90
C 31.012690 21.293050 42.088680 1.64 0.93 -0.38
H 15.984740 15.856410 34.782030 0.39 -0.58 -0.11
H 18.155910 14.542890 34.672190 -0.55 -0.01 -0.37
H 17.551590 17.157780 27.644630 0.41 0.15 0.14
H 16.854330 18.700670 28.270340 1.01 0.25 0.27
O 18.578840 21.931850 41.151430 0.98 -0.08 0.83
H 17.406000 20.558320 42.137140 -0.20 -0.02 0.20
H 18.924400 15.769630 31.826740 0.21 0.35 0.04
C 17.844690 10.126060 35.586300 1.05 -0.82 1.31
H 29.243890 21.191850 38.545180 -0.14 0.18 -0.10
H 16.656240 21.929620 40.647890 -0.59 0.18 0.02
H 20.139420 17.654770 31.625460 -0.24 -0.47 0.22
C 18.311730 15.316310 36.617600 0.96 -0.96 0.97
H 31.549800 20.650410 41.391090 -0.39 -0.58 -0.19
O 27.095460 9.909920 38.110180 1.46 -1.62 0.16
H 21.492540 12.081560 33.558660 0.03 0.22 0.34
H 19.883000 18.054910 33.376410 -0.45 -0.43 -0.04
O 22.362880 20.202290 39.879260 0.75 -0.89 -0.29
H 23.486060 9.720190 30.684670 0.10 -0.54 0.59
H 21.757560 10.211940 36.148590 -0.18 0.33 -0.20
N 25.845450 10.721430 35.352890 0.40 0.51 -1.34
C 27.679940 20.286790 35.344420 0.31 -0.04 0.38
H 20.417160 10.806560 34.199570 -0.12 0.23 -0.05
B 22.903760 15.980870 36.879190 -1.13 -0.76 -0.45
H 18.669030 9.843960 34.931330 0.54 0.36 0.17
O 23.969670 16.744800 36.168070 0.03 0.41 0.27
H 17.464830 12.657240 37.798630 -0.25 0.42 -0.03
C 23.579120 17.953000 35.829200 1.75 1.84 -1.88
H 20.977400 18.667090 40.032130 -0.24 0.33 -0.36
C 20.531900 7.985980 36.120670 -1.88 2.18 1.29
O 21.805070 17.003550 36.967990 -0.40 2.35 -0.67
O 29.630020 21.404570 41.881070 0.11 0.44 -0.39
H 24.405610 19.614750 39.640660 -0.26 -0.29 0.27
H 24.153220 22.231400 33.400850 -0.05 0.42 0.28
H 17.722100 13.959350 32.657120 -0.13 0.06 0.14
H 17.245140 16.276560 31.889660 -0.14 -0.40 0.29
H 28.430930 16.290740 39.702830 -0.18 -0.81 -0.87
H 27.440560 19.350590 34.840110 0.04 -0.17 0.04
H 17.489420 23.358440 40.051280 0.84 -0.40 -0.57
C 18.438180 13.167690 30.947710 0.71 0.08 1.50
H 22.539130 18.071090 40.256800 0.74 0.32 -0.09
H 19.938410 11.698760 36.382970 -0.13 -0.12 -0.35
H 23.268500 4.859090 36.279240 -0.45 -0.26 -0.09
H 22.604180 19.052140 42.543870 -0.03 0.68 0.02
H 26.810990 15.876120 34.896550 0.49 -0.40 -0.15
O 18.305010 10.453300 36.967200 -0.89 0.35 -2.93
H 26.206820 13.335040 33.655220 -0.05 -0.06 0.21
H 25.999190 9.726770 35.437220 0.16 -0.20 0.18
C 29.203250 20.761520 39.545810 -1.57 1.31 -0.94
C 20.559130 18.108750 32.523150 -0.41 0.06 -0.71
C 21.276960 6.735400 36.191900 -0.55 -0.69 0.57
N 20.831650 20.279880 42.218750 2.66 1.39 0.01
H 26.215690 14.345970 35.672020 0.39 0.31 0.49
H 21.804090 10.380960 37.904640 0.51 0.18 -0.06
C 23.537920 5.891050 36.054350 0.85 1.47 -0.15
H 19.537280 11.397180 38.048790 0.21 1.06 0.28
H 19.477620 7.714910 36.064810 -0.20 0.35 0.49
H 25.661650 6.091880 32.557320 -0.55 -0.09 -0.13
H 27.826790 11.631220 37.067490 0.24 -0.40 -0.22
H 18.372520 21.550370 43.262260 0.07 0.49 -0.16
H 29.740480 17.194210 41.328640 0.73 0.10 0.50
H 22.507410 6.853990 34.571860 -0.14 -0.01 0.01
H 23.936350 6.314460 36.976350 0.07 -0.02 0.28
H 31.507440 22.249540 41.919940 -0.15 0.55 -0.23
H 28.920620 17.019060 42.956180 0.48 -0.28 0.03
C 25.173640 16.002630 41.056390 -0.64 1.17 0.25
H 23.207880 11.419580 30.690320 0.06 -0.05 -0.96
H 25.987040 7.801760 32.614930 0.10 0.08 0.61
C 22.098420 18.125720 36.313200 1.26 -3.12 0.95
H 19.205470 19.342450 41.283480 0.32 0.35 -0.44
H 22.464480 15.713860 33.603930 0.15 -0.17 -0.38
H 28.427110 22.471850 40.571660 -0.44 -0.53 0.37
H 24.956840 17.034180 41.333870 0.98 0.28 0.68
C 21.937540 18.957330 40.458730 -0.82 0.19 0.45
H 24.187560 21.739190 36.366880 0.01 -0.18 -0.17
H 21.129780 10.724040 32.577330 -0.04 -0.35 -0.09
H 20.432470 13.654270 31.852460 0.19 0.11 -0.23
H 27.728850 20.054010 40.718320 -0.36 -0.38 0.06
H 20.873310 15.584340 32.851830 -0.23 0.25 0.31
C 20.685940 11.388950 33.318270 1.28 -0.30 -0.33
O 17.384220 17.344110 29.749990 0.85 -0.67 0.17
H 25.221770 15.274390 34.631040 -0.23 0.00 -0.45
O 26.731040 14.136910 33.716860 0.44 0.58 -0.54
O 22.932200 13.250270 39.078310 0.30 2.65 -2.88
H 21.489350 6.571330 37.248340 -0.66 -0.77 0.13
C 27.238490 19.183250 38.910290 1.81 1.50 0.01
H 24.298050 11.938620 34.639100 -0.03 0.18 0.19
C 24.624010 10.899440 34.594760 0.37 0.12 0.00
H 20.726970 8.504560 35.182000 0.31 0.40 -0.03
C 22.412290 13.690360 36.698390 -1.10 -1.82 -1.88
C 24.855250 10.545180 33.175830 -0.41 -2.56 -0.40
H 18.044640 12.151250 30.938460 -1.08 0.23 0.05
C 19.103780 11.655870 37.082740 -0.03 -2.38 0.21
C 20.664170 19.604860 32.165420 1.52 -1.61 0.35
H 21.076250 18.267880 42.269550 0.27 -0.80 0.02
O 24.238890 18.809150 35.187830 -2.27 -2.68 2.22
C 21.684660 19.118500 41.962340 -0.64 -0.41 -0.85
H 28.152330 15.101950 40.968750 0.04 -0.05 0.51
C 24.652070 5.792090 35.026210 0.43 1.00 -1.12
C 22.567550 21.013320 32.779430 -0.89 0.40 0.33
H 26.827370 20.951110 35.203300 -0.46 0.11 0.47
H 20.176420 12.292990 30.691230 1.14 -0.85 0.65
C 26.253400 14.948860 34.764710 -1.01 -0.55 0.42
```
Forces are in eV/Å.